Entry from OMol25: a molecular structure, C36H65F6N10O15S2V2 in a non-equilibrium geometry (the ωB97M-V functional and the def2-TZVPD basis).

The geometry in XYZ format:
```
136
Properties=species:S:1:pos:R:3:forces:R:3:lowdin_charge:R:1
V 12.63739 1.58357 -27.10781 2.025 -2.098 1.744 1.361
V 17.85379 2.12248 -26.83457 -0.664 -0.173 -1.721 1.270
N 14.96617 2.64573 -24.88551 1.663 2.585 1.335 -0.533
O 16.04196 2.36954 -25.43051 2.483 -0.937 -0.576 -0.062
O 13.95080 2.43956 -25.51029 -4.357 -1.247 -1.964 -0.054
O 14.93367 3.26240 -23.84057 0.040 -0.626 0.258 0.118
N 11.37116 -0.07486 -25.11752 1.784 -4.011 -3.381 -0.461
O 10.69557 -0.98962 -24.67294 0.969 2.291 0.932 0.149
O 12.60387 -0.08053 -25.36376 4.162 -1.432 3.047 -0.031
O 11.00495 0.70288 -25.99221 -6.216 5.351 -2.993 -0.096
N 19.72830 2.67112 -28.65487 -1.145 1.162 -3.289 -0.523
O 19.50446 3.29302 -27.61679 0.793 2.983 4.107 -0.049
O 20.37055 3.05495 -29.60579 0.079 -0.727 1.757 0.170
O 18.92549 1.72811 -28.69186 -1.613 -3.628 -0.380 -0.037
C 15.16197 4.21195 -30.26256 2.741 1.063 1.418 -0.576
F 15.49685 5.34713 -29.59659 -0.425 -0.770 -0.475 0.127
F 13.94043 4.29522 -30.67230 -0.659 -0.163 -0.558 0.191
F 16.04142 4.09346 -31.29234 -1.429 -0.481 1.415 0.155
S 15.34689 2.76466 -28.95333 0.406 -1.486 -0.151 0.679
O 14.06127 2.69508 -28.18931 0.066 1.321 -0.380 -0.400
O 15.55371 1.59903 -29.76078 -0.202 0.516 -0.173 -0.256
O 16.49843 3.07144 -28.05829 -1.118 1.102 -1.008 -0.364
C 15.76234 -1.74011 -28.71584 0.426 2.518 -2.056 -0.598
F 16.60603 -2.69538 -28.52756 0.126 -0.666 1.331 0.206
F 16.22855 -1.06859 -29.81980 -0.920 -0.297 1.337 0.111
F 14.54884 -2.18938 -28.96731 -0.046 -0.140 0.195 0.144
S 15.53076 -0.46862 -27.25659 0.693 2.204 1.724 0.688
O 14.26572 0.26300 -27.47536 -0.066 -0.931 -0.968 -0.380
O 15.50435 -1.21300 -26.03653 0.388 -0.443 -0.573 -0.252
O 16.64576 0.56649 -27.27481 -0.832 -2.214 -0.809 -0.412
N 21.53239 -1.58919 -30.84812 -2.118 -3.301 2.035 0.008
C 20.85239 -0.55296 -31.33321 -0.296 1.358 -0.385 -0.156
C 19.49716 -0.57873 -30.93334 1.721 0.205 -1.735 -0.103
C 19.33568 -1.80050 -30.29310 1.491 -2.152 1.403 -0.143
C 20.57885 -2.45345 -30.18791 0.399 2.231 -0.933 -0.083
H 22.47761 -1.90291 -31.01619 -0.202 0.540 -0.179 0.146
H 21.46502 0.07576 -31.96235 -0.653 0.631 -0.034 0.113
H 18.74569 0.10356 -31.30234 0.064 0.007 0.265 0.094
H 18.48334 -2.28548 -29.84066 -0.166 0.436 -0.228 0.068
H 20.90190 -3.31738 -29.62608 -0.111 0.004 -0.238 0.093
N 14.11374 -5.58713 -31.18723 -1.875 1.446 -0.894 -0.034
C 14.28424 -6.79423 -31.81646 3.316 0.239 2.638 -0.086
C 15.40188 -7.25510 -31.09601 -0.092 -1.312 0.355 -0.104
C 15.72552 -6.39682 -29.97355 1.379 -1.932 -1.235 -0.110
C 14.97371 -5.32269 -30.12882 -2.749 1.608 -1.190 -0.148
H 13.42987 -4.92702 -31.52882 0.146 0.018 0.327 0.130
H 13.71175 -7.21618 -32.62924 0.083 0.401 0.113 0.107
H 16.00667 -8.13901 -31.23503 -0.465 -0.285 -0.302 0.082
H 16.49533 -6.59305 -29.24192 -0.040 0.090 -0.139 0.095
H 14.81976 -4.36009 -29.66395 0.289 -0.381 0.299 0.084
N 12.31467 -3.75677 -24.67947 0.969 1.430 -0.210 -0.019
C 11.86008 -5.00362 -24.28900 0.982 0.963 -0.393 -0.116
C 12.85326 -5.91779 -24.63367 0.061 1.870 -0.693 -0.080
C 13.91117 -5.11831 -25.23970 0.132 -0.228 0.152 -0.114
C 13.58235 -3.76341 -25.23824 -0.961 -2.842 0.915 -0.116
H 12.00523 -2.81502 -24.48595 -1.043 -0.589 0.496 0.099
H 10.91499 -4.99294 -23.76643 0.057 -0.617 -0.139 0.105
H 12.82889 -6.99585 -24.57357 -0.027 0.180 0.153 0.087
H 14.84236 -5.53375 -25.59562 -0.007 0.003 -0.040 0.073
H 14.14227 -2.85365 -25.39703 -0.208 -0.206 -0.231 0.071
N 12.12963 -0.67249 -33.93237 -1.639 -1.198 -0.496 0.011
C 12.64490 -1.62940 -33.11689 0.304 -0.101 -0.228 -0.127
C 13.68193 -1.03504 -32.44294 -0.299 -1.326 1.224 -0.114
C 13.63021 0.32892 -32.72247 1.007 1.165 -0.026 -0.123
C 12.71133 0.51266 -33.70626 -0.693 1.260 0.181 -0.153
H 11.32859 -0.86396 -34.51699 0.230 0.357 -0.022 0.157
H 12.14877 -2.58495 -33.03219 0.473 -0.126 -0.260 0.109
H 14.32922 -1.56547 -31.76025 0.006 0.218 0.092 0.087
H 14.16446 1.13153 -32.23585 0.359 -0.169 -0.169 0.092
H 12.27647 1.42332 -34.09095 0.298 -0.103 -0.267 0.115
C 18.77128 2.95101 -23.84365 -0.423 0.707 2.350 -0.066
C 18.89231 1.45232 -23.95531 -1.402 1.164 -0.244 -0.222
N 19.05834 1.13467 -25.40474 1.869 0.852 0.478 -0.240
C 18.75024 -0.25647 -25.51970 0.814 -2.357 0.710 -0.298
C 19.20792 -1.03813 -26.74607 -1.655 0.659 0.203 -0.028
C 20.52195 1.43267 -25.70144 0.607 -1.063 0.599 -0.174
C 21.46329 0.60319 -24.80780 0.422 0.324 1.456 -0.057
H 19.43675 3.34039 -23.07317 0.616 0.063 -0.315 0.089
H 17.83325 3.13003 -23.31816 -0.412 0.514 -0.763 0.079
H 18.91357 3.58162 -24.72126 -0.215 -0.205 -0.169 0.078
H 19.62010 1.09485 -23.22685 0.467 -0.411 -0.939 0.121
H 17.97744 0.97473 -23.60457 -0.220 0.152 -0.398 0.110
H 19.23416 -0.79254 -24.70328 0.196 0.103 0.324 0.103
H 17.71290 -0.38175 -25.20930 -0.184 -0.079 -0.785 0.094
H 18.67775 -1.96101 -26.51088 0.460 -0.481 -0.633 0.068
H 18.76048 -0.60882 -27.64250 0.377 -0.262 -0.294 0.049
H 20.28331 -1.17436 -26.86034 -0.170 0.007 0.152 0.097
H 20.68384 2.49031 -25.49338 0.007 -0.117 -0.273 0.115
H 20.76752 1.19609 -26.73673 -0.348 0.166 -0.037 0.113
H 22.52974 0.75356 -24.97563 -0.114 -0.163 -0.964 0.092
H 21.25051 -0.45282 -24.64140 0.000 -0.093 -0.897 0.078
H 21.45819 0.93267 -23.76880 -0.380 0.486 0.071 0.069
C 20.06474 -2.89398 -21.79044 -0.877 -0.620 0.680 -0.087
C 18.97316 -3.70439 -22.52550 1.536 0.500 -0.170 -0.258
N 18.12052 -2.92081 -23.43262 0.189 0.905 -0.424 -0.172
C 17.43527 -1.72758 -22.82921 0.383 -1.710 1.115 -0.244
C 16.71679 -2.09457 -21.53069 0.157 0.320 -0.050 -0.077
C 17.22347 -3.71418 -24.30192 0.824 0.538 0.597 -0.225
C 18.06774 -4.56904 -25.29507 -0.702 0.337 0.946 -0.053
H 20.84011 -2.46351 -22.42416 -0.452 0.518 -0.065 0.069
H 20.59632 -3.59461 -21.14650 0.074 -0.226 -0.039 0.074
H 19.55604 -2.25759 -21.06634 0.511 0.810 -0.262 0.058
H 19.61984 -4.40800 -23.04975 -0.633 -0.144 -0.812 0.100
H 18.52159 -4.33179 -21.75703 -0.916 0.107 0.050 0.113
H 18.17072 -0.95349 -22.61015 0.179 -0.041 -0.024 0.084
H 16.64855 -1.26991 -23.42896 0.343 -0.356 -0.829 0.100
H 15.94069 -2.83952 -21.70621 -0.117 0.116 -0.006 0.079
H 17.39838 -2.50467 -20.78545 -0.055 0.145 0.064 0.061
H 16.28206 -1.16358 -21.16687 -0.255 -0.188 0.403 0.077
H 16.61793 -2.96677 -24.81457 0.120 -0.166 -0.447 0.073
H 16.50629 -4.18853 -23.63204 -0.083 -1.054 -0.364 0.107
H 17.44610 -5.15193 -25.97473 -0.010 0.219 -0.141 0.061
H 18.72539 -5.27663 -24.79018 -0.157 0.009 0.139 0.061
H 18.71991 -3.86504 -25.81193 -0.100 -0.187 -0.286 0.052
C 11.03127 2.58856 -31.39079 0.271 0.024 1.918 -0.027
C 11.81785 2.47350 -30.00553 0.768 -0.052 -1.617 -0.231
N 11.39856 1.36102 -29.07881 0.857 1.989 0.214 -0.200
C 11.95165 0.10469 -29.63901 -0.243 -0.772 -0.047 -0.231
C 11.66719 -1.02111 -28.71128 -0.799 -1.723 1.350 -0.068
C 9.92132 1.44177 -29.00174 -0.236 -0.291 0.655 -0.209
C 9.35161 2.86686 -28.85707 -1.455 -0.269 0.623 -0.066
H 10.14052 3.21090 -31.30500 0.037 0.025 0.306 0.066
H 10.66810 1.60239 -31.68003 0.557 0.151 -0.670 0.070
H 11.68783 3.13875 -32.06483 0.021 -0.663 -0.331 0.081
H 12.86818 2.22780 -30.16221 -0.261 0.011 -0.667 0.062
H 11.88980 3.48089 -29.59554 -0.506 -0.309 0.665 0.099
H 11.50091 -0.15584 -30.59664 -0.146 0.390 -0.205 0.125
H 13.01823 0.17994 -29.85073 0.001 0.474 0.263 0.105
H 11.82243 -0.85957 -27.64455 0.341 0.605 0.139 0.052
H 10.62422 -1.33778 -28.71862 -0.200 0.146 -0.312 0.097
H 12.21929 -1.95277 -28.83493 0.189 0.262 -0.690 0.086
H 9.55703 0.85362 -28.15942 0.245 -0.075 0.065 0.110
H 9.49192 0.95138 -29.87537 0.206 0.080 -0.236 0.126
H 9.93954 3.78454 -28.87507 0.401 -0.512 -0.262 0.082
H 8.79293 2.90859 -27.92206 0.186 0.038 0.258 0.078
H 8.54211 2.96229 -29.58074 0.219 0.253 -0.247 0.085
```
Positions in Å, forces in eV/Å.

Calculated values
Frontier orbital gap (spin up / spin down) in eV: 3.80 / 5.25
HOMO (spin up / spin down) in eV: -9.64 / -9.64
Multiplicity: 5
Total charge: +1
Max |F| in Eh/bohr: 0.1698

***

Entry from OMol25: a molecular structure, C5H30Na3O12 in a non-equilibrium geometry (the ωB97M-V functional and the def2-TZVPD basis).

The geometry in XYZ format:
```
50
Properties=species:S:1:pos:R:3:forces:R:3:lowdin_charge:R:1
Na -12.15371 -13.67859 -21.65159 0.188 -0.065 -1.018 0.767
Na -9.07748 -12.72390 -19.85252 0.847 0.390 -0.704 0.798
Na -11.27205 -10.44171 -21.35397 0.568 1.005 -1.307 0.647
O -11.43587 -9.66196 -24.16567 0.543 -0.764 0.590 -0.308
C -11.67982 -11.01114 -24.34178 0.165 0.849 1.210 -0.359
C -10.66093 -12.11769 -23.87589 -0.082 -0.940 -1.308 -0.338
O -10.11039 -12.27408 -22.58374 -0.469 1.100 2.393 -0.382
H -12.01084 -11.19393 -25.36409 0.520 -0.698 -0.562 0.096
H -12.59757 -11.26581 -23.81171 -1.174 -0.433 0.975 0.068
H -9.90457 -12.18470 -24.65789 0.752 0.515 0.229 0.087
H -11.10787 -13.10672 -23.97671 -1.228 -0.226 -1.027 0.087
O -11.55504 -9.19258 -27.59341 0.073 -0.279 -0.277 -0.032
H -11.37251 -9.39252 -26.67530 0.158 0.129 0.575 -0.006
H -12.50777 -9.11073 -27.63638 -0.257 0.131 -0.117 0.028
O -8.53695 -9.59233 -24.81159 0.615 0.057 0.573 -0.035
H -9.44351 -9.28826 -24.85531 -0.723 0.043 -0.080 0.004
H -8.50958 -10.35017 -25.39568 0.096 -0.198 -0.485 0.015
O -15.25373 -12.54909 -22.82610 0.251 -0.640 0.397 -0.033
H -15.28578 -12.02281 -23.62499 -0.059 0.242 -0.389 0.045
H -14.56422 -12.14451 -22.29968 -0.128 0.509 0.005 -0.006
O -8.54709 -14.77864 -23.07752 -0.361 -0.634 0.657 -0.043
H -9.06488 -13.97556 -23.13390 -0.273 0.894 0.365 -0.022
H -7.66438 -14.48017 -22.85850 0.411 0.034 -0.237 0.061
O -8.99897 -11.82017 -27.41701 0.047 0.460 0.138 -0.038
H -8.99019 -12.53897 -26.78496 0.256 -0.646 0.195 -0.030
H -9.90721 -11.77433 -27.71571 -0.259 0.235 -0.274 0.017
O -9.80070 -8.60857 -22.26154 0.327 -0.015 1.944 -0.054
H -8.90997 -8.79554 -22.55797 0.187 0.142 -0.528 0.021
H -10.35961 -8.90134 -22.98136 -0.911 -0.429 -1.566 -0.033
O -13.95234 -8.09069 -24.26327 -0.692 0.092 0.238 -0.060
H -13.99515 -7.95085 -25.20923 -0.012 0.138 -0.175 0.025
H -13.16509 -8.61968 -24.13425 0.950 -0.357 -0.077 -0.029
O -7.78873 -10.91041 -21.28229 -0.140 -0.702 1.112 -0.038
H -8.43906 -11.19501 -21.92439 -0.567 -0.207 -1.112 -0.012
H -7.77002 -9.95707 -21.36603 0.176 0.282 0.128 0.046
O -8.45793 -14.11731 -25.72908 -0.137 0.453 -0.381 -0.034
H -8.36986 -14.95770 -26.17879 0.112 -0.200 -0.252 0.065
H -8.97028 -14.31693 -24.94558 0.159 -0.306 0.094 -0.005
C -12.48526 -13.83796 -28.22570 0.110 -0.815 0.047 -0.054
C -13.96894 -13.45703 -28.05214 1.790 -0.431 -0.745 -0.490
C -14.53840 -13.63982 -26.67837 -0.625 0.009 -0.308 -0.059
O -14.06165 -12.09872 -28.48591 -0.635 -0.535 0.288 -0.035
H -12.18070 -13.62009 -29.24936 -0.057 0.129 0.047 0.089
H -12.31042 -14.90447 -28.08400 -0.227 -0.249 -0.002 0.076
H -11.75587 -13.38436 -27.55463 -0.251 0.564 0.258 0.055
H -14.45836 -14.15724 -28.72910 -0.574 0.631 -0.329 0.140
H -15.55942 -13.25951 -26.70966 -0.025 0.213 0.209 0.087
H -13.94841 -13.06486 -25.96463 0.004 -0.234 0.375 0.063
H -14.64656 -14.70098 -26.45402 0.428 0.021 0.383 0.086
H -13.53481 -11.67495 -27.80440 0.133 0.736 -0.164 0.063
```
Positions in Å, forces in eV/Å.

Calculated values
Frontier orbital gap in eV: 4.73
HOMO in eV: -11.12
Total charge: +1
Max |F| in Eh/bohr: 0.0520

***

Calculated total energy: -173328.906, -43484.169 (eV)